Record 1
Density functional theory data (ωB97M-V/def2-TZVPD) for a cluster of 3 separate species, C32H37IN2O8Si in total.

Calculated values
**SMILES**: C[Si](C)(CCCCCCCC[C@H](C#N)[C@H](I)C#N)c1ccccc1.O=C1C=C(O)C(=O)C=C1O.O=C1C=C(O)C(=O)C=C1O
**Total energy**: -69121.91193 eV
**Orbital gap**: 7.458 eV
**HOMO level**: -0.3366 hartree

```
81
C32H37IN2O8Si ωB97M-V/def2-TZVPD
H 3.01152 0.97573 -1.78435
O 4.86910 -2.97062 2.70527
H -4.74645 -2.05665 2.48281
O 7.41027 -3.50894 2.36305
H -1.88611 4.04009 0.73647
O 4.84681 0.13658 -0.81822
C -0.91587 3.58024 0.92462
H -0.59581 5.02364 4.11951
H -6.04593 -3.57227 -3.42593
H -0.30530 3.78944 0.04187
H -0.34953 -1.90947 0.18206
Si -3.25738 -2.45679 0.51834
C -3.41337 1.97863 3.69703
C -4.80565 -3.03495 -1.76931
C 3.50066 0.35566 -5.18447
H -0.88814 -0.33590 -0.48902
H 5.50714 1.03318 -4.37637
C 1.49064 0.28831 -3.16899
C 3.77991 0.73486 -3.75435
I -0.76725 2.14882 5.04759
C -3.66134 -2.36357 -1.32377
O -0.03528 -0.50369 -4.82585
H -0.50670 -0.43484 -3.97295
H 1.08030 1.80845 1.56846
C -5.16447 -3.03130 -3.10517
H -1.29855 5.90254 2.80620
O 0.56517 0.24112 -2.37888
H 1.97523 -0.36495 -6.56276
C -2.59306 3.00027 4.34299
C -2.90054 -1.70184 -2.28706
C -2.49545 4.26058 3.39385
H -2.67449 -1.15489 -4.36215
H -1.62233 1.70610 0.16539
C 6.86124 -2.62293 1.54379
C -0.19883 4.20555 2.13050
C -4.89870 -2.25763 1.42233
C -3.33903 5.28859 4.03110
H -1.91238 -1.34642 2.18136
C 0.23631 -0.15898 1.28838
H -5.37838 -1.36353 1.01509
C 2.16184 -0.08000 -5.53716
C -3.26621 -1.68320 -3.62488
H -1.99076 -1.18710 -2.00352
H -1.56546 1.74025 1.91285
H 3.67584 -1.18240 1.17162
O 7.37173 -0.45721 -1.20873
C 4.71940 -1.38013 0.96859
C 2.83411 0.70205 -2.80938
H -4.71197 -2.33454 -5.08122
H -5.56001 -3.10926 1.27194
H 0.45370 3.49500 2.63153
C 1.21136 -0.11586 -4.59332
H -2.99451 4.00968 2.46040
H 0.66697 1.39954 -0.08135
N -3.99805 6.05440 4.57700
H 8.58129 -2.19822 0.36748
N -4.05327 1.21830 3.12038
C -4.40918 -2.34611 -4.04352
O 4.42467 0.43539 -5.97238
H -3.06929 -4.46296 1.88141
C 7.53494 -2.00964 0.56110
H -3.14039 3.28479 5.23841
H 0.01369 -0.30303 2.34750
H -5.41623 -3.58158 -1.06098
H -2.96941 -4.90858 0.19623
C -1.11210 4.88950 3.16916
H -2.71254 -0.16812 1.17291
H 6.69941 -3.79333 2.97005
H 5.54933 0.42201 -1.44090
H 1.23329 -0.55718 1.07863
C -2.61505 -4.18238 0.92694
H 0.46217 4.98744 1.75221
C 5.39371 -0.76449 -0.01206
O 5.03884 1.10272 -3.52085
C 0.31276 1.33477 0.95277
H -1.53618 -4.24609 1.06338
C -1.03045 2.05885 1.01367
C -0.78418 -0.93600 0.41127
C -2.13091 -1.09012 1.13841
C 5.40050 -2.35324 1.80140
C 6.84858 -1.05216 -0.28543
```

---

Record 2
Density functional theory data (ωB97M-V/def2-TZVPD) for a structure of composition C32H37N7O3STi.

Calculated values
**Total energy**: -84309.79713 eV
**Orbital gap (spin up / spin down)**: 3.413 / 6.255 eV
**HOMO level (spin up / spin down)**: 0.0399 / -0.0648 hartree
**<S²>**: 2.033
**Spin multiplicity**: 3
**Total charge**: -2

```
81
C32H37N7O3STi ωB97M-V/def2-TZVPD
C 1.80801 2.11244 -3.28364
C 2.88603 2.59814 0.32678
N 1.26925 0.92113 -1.23451
H 5.49726 -1.64159 0.40875
C -2.28026 -1.26310 1.15048
H -0.81756 0.13958 5.50963
C -1.48263 -2.10871 3.37892
N 0.12769 -1.66701 -1.90615
H -1.75886 -4.30348 -2.86745
H 2.44290 3.24400 -4.97762
S -1.00071 3.70848 0.06318
C 4.21946 -2.99677 1.47925
C 1.95338 1.88426 -1.89053
H 5.03733 -3.57665 1.89475
C -1.57230 1.52510 3.31973
C -2.98228 -2.11112 5.29626
H 0.30743 1.95140 -4.81746
C -0.88471 -2.61345 -1.96977
H 3.64266 -0.33505 -0.53104
H -5.01971 -1.52748 4.85177
C -3.81711 -1.46803 3.10233
Ti 0.40616 -0.32580 -0.34876
C -2.52228 -1.64099 2.50875
H -0.49573 -2.26994 2.96529
H 1.26992 0.48272 -4.61135
C 0.09725 -3.75126 -3.86551
C 3.47573 3.87397 -3.20702
N -2.73582 3.91181 -1.98925
H 1.96290 -2.81881 -4.50410
C 2.83629 2.73554 -1.16678
C -0.00603 0.71177 5.05412
H 1.88846 2.75776 0.74404
N -3.47339 3.20312 -2.90021
C -1.71290 -2.33304 4.71355
H -1.57773 2.57998 3.60704
C 1.13323 -2.79132 -3.80611
H 1.91435 -1.07243 -2.80664
H -4.07500 0.05459 -2.58427
H -4.48892 1.06396 -3.99813
C 4.47323 -1.91236 0.64927
H -1.49150 0.12975 -1.92887
H -1.65766 -2.51069 -1.22029
H 0.91910 0.14567 5.15800
H -1.72822 1.44882 2.24781
O -1.05294 -1.32691 0.68951
H -4.62472 -1.12825 2.46598
H 3.58173 3.32136 0.76035
H 2.68344 -4.19086 2.39228
H -0.89333 -2.68869 5.33401
H -2.36775 0.98279 3.83415
N -1.74404 0.69491 -1.11888
C 1.85765 -2.58867 1.22171
H 0.09344 -4.54745 -4.59741
H 0.09953 1.66576 5.58143
H 1.45849 0.02368 3.07349
O 0.33694 0.65099 1.51057
C 2.57247 3.08967 -3.90914
H 3.18057 1.58997 0.62637
H 4.06253 4.63157 -3.71377
C 3.58445 3.69134 -1.83076
C 3.41742 -1.17246 0.12311
N -2.26143 1.89070 -1.60581
H -2.45392 0.16117 -0.52653
C -0.92194 -3.61459 -2.89893
H -2.90562 0.26758 -3.88417
H 0.06337 0.87805 -3.41544
O -3.22947 -0.84301 0.39873
H -2.75864 4.91318 -1.96148
C -1.97487 3.15651 -1.16566
C 2.90114 -3.33633 1.75850
N -0.29371 0.92151 3.65758
C 0.55281 0.52691 2.70771
H 4.25465 4.32265 -1.25345
H 0.83585 -2.88454 1.43484
C 0.80753 1.31812 -4.07918
C -3.69454 0.76720 -3.31754
C -3.16902 1.97245 -2.63318
H -3.15746 -2.29482 6.34957
C -4.02549 -1.68727 4.44143
C 2.07611 -1.47291 0.39857
C 1.12206 -1.80624 -2.86276
```

---

Record 3
Density functional theory data (ωB97M-V/def2-TZVPD) for a structure of composition C32H37N8NaO2S2.

Calculated values
**Total energy**: -75885.27406 eV
**Orbital gap**: 4.934 eV
**HOMO level**: -0.0371 hartree
**Total charge**: -2

```
82
C32H37N8NaO2S2 ωB97M-V/def2-TZVPD
N -0.84393 0.43896 -3.11359
H -2.68250 -2.36541 2.32614
H -2.38608 2.09541 -5.50215
H 1.09847 0.84623 -3.54950
C -0.31403 1.65277 -4.90584
C 0.20407 -4.05645 0.52191
C 3.17513 -0.87256 1.69870
H -3.98590 -5.57578 -0.66974
H -3.62310 1.76192 1.40969
H 4.69055 4.85713 -2.39255
C 2.70528 0.54270 1.64892
H -2.14039 -0.77003 3.63267
C 0.70469 -3.81276 -0.77883
C -2.93759 2.24790 2.10198
H -3.34393 -4.20862 1.29176
H -3.43227 3.16956 2.47486
C 0.13643 -3.13242 1.56868
C -2.79436 -1.69911 1.45327
H -1.51435 4.15352 2.75165
N 1.61619 0.94793 2.12932
H -0.51236 4.26786 1.30164
H 3.07373 5.36727 -2.94406
C 2.76630 -1.85991 0.78998
N 0.30403 -1.84228 1.69173
H -2.09622 1.78197 4.04501
C 3.35728 -3.11228 0.86280
H -2.89486 0.56643 -3.23736
H 4.45037 5.36526 -4.07953
C -0.90157 3.56448 2.04462
C -1.68870 1.61717 -4.83879
H 0.51814 -4.59366 -1.51542
C -3.81178 -4.51220 -0.77023
S 1.37599 3.71307 -1.78495
C -2.02125 -0.00726 2.84478
C -2.05610 2.95758 -0.00871
C -3.89519 -3.87802 -2.01632
C -2.69897 1.29785 3.26969
H -3.69751 -2.05570 -3.12327
H 0.75236 3.72766 3.39261
H 2.19741 2.94331 1.73561
H -4.14717 -4.46192 -2.89796
H 0.36402 2.15441 -5.57347
C 1.41163 -2.73317 -1.19971
O 0.48237 -1.18846 0.41532
C 0.28301 2.94593 2.78486
N 0.14087 0.92560 -3.87457
O -3.08579 -0.45932 -1.19909
C 4.15991 -1.16877 2.63374
H 3.39202 1.23441 1.13603
C -3.64882 -2.53632 -2.15340
N -1.73706 2.58707 1.36009
H 4.75741 -4.39871 1.85157
N -2.55140 -0.46013 1.57920
Na -1.13915 -0.10345 -0.39579
C 1.29100 2.33034 1.81953
H 4.47544 -0.39010 3.31808
H -0.06171 2.16912 3.46808
C -3.45756 -3.74191 0.31735
H -0.16712 -5.05127 0.74665
H 5.48414 -2.64593 3.45600
H 3.02628 -3.86495 0.15965
N 1.92122 0.73124 -1.23629
C 1.69729 -1.59007 -0.28589
H -2.68344 3.86764 -0.06263
H 3.11268 -0.83577 -1.75523
C -3.29955 -1.70070 -1.04376
S 3.60459 3.18229 -3.75310
C -3.20887 -2.37223 0.22600
C 2.26403 -0.49063 -1.15361
H -1.13974 3.13866 -0.56932
C 4.32483 -3.40598 1.81371
H -0.11893 -3.54383 2.55147
C -1.96220 0.84706 -3.69241
H -3.67612 1.08496 3.71970
C 3.99341 4.85789 -3.22987
N 2.78301 1.37647 -2.17543
H 0.86608 2.31101 0.81432
H 1.66733 -2.62062 -2.24520
C 4.72914 -2.43199 2.70834
H -2.60445 2.14415 -0.48357
H -0.94494 0.13841 2.71880
C 2.54878 2.64008 -2.37538
```

---

> Among the records above, which one has the highest total energy?

C32H37IN2O8Si